DFT (ωB97M-V/def2-TZVPD) results for 10 unconnected molecules or ions with the total composition C48H113N3O10 at a distorted geometry.

Last columns: bonded neighbours and bond lengths (Å).
Geometry (Å):
1 C -0.7077 -0.6328 -0.6873  C2 1.492, H5 1.090, H6 1.090, H7 1.090
2 C 0.4032 0.0876 -1.3747  C1 1.492, C3 1.484, O4 1.440, H8 1.090
3 C 0.7863 1.3730 -0.7393  C2 1.484, H9 1.090, H10 1.090, H11 1.090
4 O 1.5033 -0.8405 -1.3517  C2 1.440, H12 0.960
5 H -1.5791 0.0217 -0.6693  C1 1.090
6 H -0.5863 -1.0778 0.3003  C1 1.090
7 H -1.1002 -1.4768 -1.2544  C1 1.090
8 H 0.0102 0.3240 -2.3635  C2 1.090
9 H 1.1939 1.1495 0.2466  C3 1.090
10 H -0.1045 2.0011 -0.7289  C3 1.090
11 H 1.5971 1.7819 -1.3422  C3 1.090
12 H 2.1999 -0.4644 -1.8947  O4 0.960
13 C 4.3162 2.1444 -3.0546  C14 1.567, H17 1.090, H18 1.090, H19 1.090
14 C 3.5152 1.0716 -3.8689  C13 1.567, C15 1.533, O16 1.425, H20 1.090
15 C 4.3281 0.7245 -5.1210  C14 1.533, H21 1.090, H22 1.090, H23 1.090
16 O 3.4825 -0.1135 -3.0787  C14 1.425, H24 0.960
17 H 4.7951 2.9637 -3.5910  C13 1.090
18 H 5.2141 1.7450 -2.5830  C13 1.090
19 H 3.7766 2.6064 -2.2279  C13 1.090
20 H 2.5911 1.5168 -4.2373  C14 1.090
21 H 4.7701 1.5894 -5.6156  C15 1.090
22 H 3.7878 0.1432 -5.8681  C15 1.090
23 H 5.2197 0.1413 -4.8903  C15 1.090
24 H 4.3952 -0.1954 -2.7925  O16 0.960
25 C -1.8260 -0.0073 -4.9161  C26 1.547, H29 1.090, H30 1.090, H31 1.090
26 C -3.3094 -0.4162 -4.7607  C25 1.547, C27 1.470, O28 1.412, H32 1.090
27 C -3.7892 -1.0614 -3.5307  C26 1.470, H33 1.090, H34 1.090, H35 1.090
28 O -4.0056 0.7945 -4.9669  C26 1.412, H36 0.960
29 H -1.8011 0.2545 -5.9739  C25 1.090
30 H -1.0670 -0.7864 -4.9869  C25 1.090
31 H -1.5295 0.8309 -4.2855  C25 1.090
32 H -3.4862 -1.0490 -5.6304  C26 1.090
33 H -3.0100 -1.7820 -3.2825  C27 1.090
34 H -4.7097 -1.6338 -3.6460  C27 1.090
35 H -3.7458 -0.4219 -2.6491  C27 1.090
36 H -3.9498 1.3818 -4.2096  O28 0.960
37 C 3.9611 0.0927 1.6689  C38 1.537, H41 1.090, H42 1.090, H43 1.090
38 C 2.9659 -0.7854 2.4443  C37 1.537, C39 1.532, O40 1.418, H44 1.090
39 C 3.0802 -0.3582 3.9107  C38 1.532, H45 1.090, H46 1.090, H47 1.090
40 O 1.6409 -0.6082 1.9710  C38 1.418, H48 0.960
41 H 3.7330 1.1573 1.6181  C37 1.090
42 H 3.8377 -0.2226 0.6329  C37 1.090
43 H 5.0103 -0.0534 1.9255  C37 1.090
44 H 3.3011 -1.8213 2.3930  C38 1.090
45 H 2.5519 -1.0799 4.5338  C39 1.090
46 H 2.5584 0.5944 4.0022  C39 1.090
47 H 4.1244 -0.2402 4.2001  C39 1.090
48 H 1.5275 -1.1126 1.1620  O40 0.960
49 C 1.2256 -2.5468 -4.4039  C50 1.485, H53 1.090, H54 1.090, H55 1.090
50 C 2.2628 -3.0245 -5.3539  C49 1.485, C51 1.541, O52 1.393, H56 1.090
51 C 2.1487 -2.4142 -6.7638  C50 1.541, H57 1.090, H58 1.090, H59 1.090
52 O 3.5262 -2.8354 -4.7989  C50 1.393, H60 0.960
53 H 1.3166 -3.0857 -3.4608  C49 1.090
54 H 0.2082 -2.6100 -4.7899  C49 1.090
55 H 1.3740 -1.4855 -4.2048  C49 1.090
56 H 2.1699 -4.1013 -5.4952  C50 1.090
57 H 1.2227 -2.7326 -7.2426  C51 1.090
58 H 3.0070 -2.8021 -7.3123  C51 1.090
59 H 2.1219 -1.3251 -6.7299  C51 1.090
60 H 3.6074 -1.8948 -4.6248  O52 0.960
61 C -3.1664 4.7888 -2.8986  C62 1.473, H65 1.090, H66 1.090, H67 1.090
62 C -2.8192 3.4396 -2.4205  C61 1.473, C63 1.430, O64 1.414, H68 1.090
63 C -2.7099 3.3931 -0.9951  C62 1.430, H69 1.090, H70 1.090, H71 1.090
64 O -3.7721 2.5005 -2.8780  C62 1.414, H72 0.960
65 H -3.8570 5.2944 -2.2236  C61 1.090
66 H -3.5134 4.8293 -3.9311  C61 1.090
67 H -2.3282 5.4811 -2.8198  C61 1.090
68 H -1.8387 3.1798 -2.8196  C62 1.090
69 H -2.4308 2.4274 -0.5735  C63 1.090
70 H -3.6299 3.6189 -0.4559  C63 1.090
71 H -1.8816 4.0373 -0.7003  C63 1.090
72 H -4.6310 2.8098 -2.5809  O64 0.960
73 C 1.5664 -4.3419 -0.7012  C74 1.494, H77 1.090, H78 1.090, H79 1.090
74 C 2.9643 -4.0530 -1.1424  C73 1.494, C75 1.523, O76 1.408, H80 1.090
75 C 3.8962 -4.6136 -0.0757  C74 1.523, H81 1.090, H82 1.090, H83 1.090
76 O 3.2722 -4.5609 -2.4187  C74 1.408, H84 0.960
77 H 1.3869 -5.4082 -0.5633  C73 1.090
78 H 0.7365 -3.9916 -1.3149  C73 1.090
79 H 1.3531 -3.9740 0.3024  C73 1.090
80 H 3.1902 -2.9872 -1.1104  C74 1.090
81 H 3.5281 -4.2310 0.8763  C75 1.090
82 H 4.9131 -4.2487 -0.2203  C75 1.090
83 H 3.8581 -5.7025 -0.1068  C75 1.090
84 H 2.6522 -5.2852 -2.5307  O76 0.960
85 C -3.0503 -5.0359 -1.2158  C86 1.603, H96 1.090, H97 1.090, H98 1.090
86 C -3.5157 -4.8329 0.3048  C85 1.603, C87 1.534, N91 1.458, C95 1.553
87 C -5.0460 -4.7416 0.3505  C86 1.534, C88 1.531, H99 1.090, H100 1.090
88 C -5.6986 -6.0950 0.0560  C87 1.531, C89 1.532, H101 1.090, H102 1.090
89 C -5.3969 -6.9266 1.3068  C88 1.532, C90 1.603, H103 1.090, H104 1.090
90 C -3.8331 -7.2777 1.2826  C89 1.603, N91 1.520, C93 1.571, C94 1.579
91 N -3.0410 -6.0050 1.0313  C86 1.458, C90 1.520, O92 1.386
92 O -1.6660 -6.1617 1.1119  N91 1.386, H114 0.960
93 C -3.4820 -7.8825 2.6899  C90 1.571, H105 1.090, H106 1.090, H107 1.090
94 C -3.4933 -8.3816 0.2063  C90 1.579, H108 1.090, H109 1.090, H110 1.090
95 C -2.9914 -3.4568 0.7981  C86 1.553, H111 1.090, H112 1.090, H113 1.090
96 H -3.6942 -5.8477 -1.5543  C85 1.090
97 H -1.9907 -5.2349 -1.3763  C85 1.090
98 H -3.3513 -4.1632 -1.7953  C85 1.090
99 H -5.3728 -4.3975 1.3318  C87 1.090
100 H -5.5013 -4.0714 -0.3785  C87 1.090
101 H -5.3350 -6.5813 -0.8492  C88 1.090
102 H -6.7820 -6.0136 -0.0319  C88 1.090
103 H -5.9497 -7.8627 1.2273  C89 1.090
104 H -5.6606 -6.5663 2.3012  C89 1.090
105 H -2.5672 -8.4738 2.6529  C93 1.090
106 H -3.4818 -7.1162 3.4651  C93 1.090
107 H -4.3881 -8.4473 2.9095  C93 1.090
108 H -4.0997 -9.2597 0.4284  C94 1.090
109 H -3.6546 -8.0783 -0.8282  C94 1.090
110 H -2.5224 -8.8760 0.1775  C94 1.090
111 H -3.1295 -2.6924 0.0335  C95 1.090
112 H -1.9342 -3.5509 1.0459  C95 1.090
113 H -3.4347 -3.0452 1.7048  C95 1.090
114 H -1.3612 -5.6339 1.8536  O92 0.960
115 C -1.4304 0.4013 2.7717  C116 1.551, H126 1.090, H127 1.090, H128 1.090
116 C -2.8516 0.9348 3.0884  C115 1.551, C117 1.549, N121 1.501, C125 1.584
117 C -3.2261 0.1622 4.3777  C116 1.549, C118 1.550, H129 1.090, H130 1.090
118 C -2.4353 0.5787 5.6437  C117 1.550, C119 1.500, H131 1.090, H132 1.090
119 C -2.5290 2.0541 5.8960  C118 1.500, C120 1.605, H133 1.090, H134 1.090
120 C -2.2210 2.9785 4.6212  C119 1.605, N121 1.516, C123 1.522, C124 1.509
121 N -2.9870 2.3832 3.4561  C116 1.501, C120 1.516, O122 1.355
122 O -2.8531 3.0889 2.3066  N121 1.355, H144 0.960
123 C -2.7547 4.3787 4.8910  C120 1.522, H135 1.090, H136 1.090, H137 1.090
124 C -0.7200 3.0907 4.5214  C120 1.509, H138 1.090, H139 1.090, H140 1.090
125 C -3.9136 0.3985 2.0430  C116 1.584, H141 1.090, H142 1.090, H143 1.090
126 H -0.7683 1.0048 2.1508  C115 1.090
127 H -0.7749 0.0834 3.5825  C115 1.090
128 H -1.5397 -0.5172 2.1952  C115 1.090
129 H -4.3052 0.1746 4.5306  C117 1.090
130 H -2.9331 -0.8826 4.2737  C117 1.090
131 H -2.7424 -0.0069 6.5102  C118 1.090
132 H -1.3759 0.3260 5.6018  C118 1.090
133 H -1.8925 2.2435 6.7603  C119 1.090
134 H -3.5602 2.1581 6.2334  C119 1.090
135 H -2.3765 4.7237 5.8534  C123 1.090
136 H -3.8435 4.4284 4.8978  C123 1.090
137 H -2.5217 5.0905 4.0992  C123 1.090
138 H -0.3180 3.9897 4.0542  C124 1.090
139 H -0.2567 2.2742 3.9674  C124 1.090
140 H -0.2823 3.0417 5.5184  C124 1.090
141 H -3.6791 0.6664 1.0128  C125 1.090
142 H -3.7649 -0.6741 1.9177  C125 1.090
143 H -4.9577 0.5842 2.2950  C125 1.090
144 H -1.8962 3.0792 2.2303  O122 0.960
145 C 4.5225 3.8372 3.4313  C146 1.594, H156 1.090, H157 1.090, H158 1.090
146 C 3.6579 4.6775 2.3891  C145 1.594, C147 1.546, N151 1.451, C155 1.544
147 C 3.6879 6.1329 2.9085  C146 1.546, C148 1.544, H159 1.090, H160 1.090
148 C 3.2070 7.2575 1.9662  C147 1.544, C149 1.555, H161 1.090, H162 1.090
149 C 4.0445 7.0556 0.6722  C148 1.555, C150 1.556, H163 1.090, H164 1.090
150 C 3.9546 5.6361 0.0412  C149 1.556, N151 1.493, C153 1.515, C154 1.507
151 N 4.3414 4.6672 1.1094  C146 1.451, C150 1.493, O152 1.381
152 O 4.4002 3.3982 0.5680  N151 1.381, H174 0.960
153 C 2.5595 5.4195 -0.5071  C150 1.515, H165 1.090, H166 1.090, H167 1.090
154 C 4.9343 5.6501 -1.1036  C150 1.507, H168 1.090, H169 1.090, H170 1.090
155 C 2.1752 4.2536 2.4652  C146 1.544, H171 1.090, H172 1.090, H173 1.090
156 H 4.3876 2.7816 3.1954  C145 1.090
157 H 4.0869 3.9625 4.4226  C145 1.090
158 H 5.5502 4.1728 3.5701  C145 1.090
159 H 3.0898 6.1937 3.8178  C147 1.090
160 H 4.6978 6.4463 3.1729  C147 1.090
161 H 3.4833 8.2484 2.3268  C148 1.090
162 H 2.1287 7.2808 1.8092  C148 1.090
163 H 5.0567 7.3972 0.8885  C149 1.090
164 H 3.5245 7.7385 0.0003  C149 1.090
165 H 1.8193 5.9329 0.1066  C153 1.090
166 H 2.3556 5.9104 -1.4588  C153 1.090
167 H 2.2343 4.3963 -0.3190  C153 1.090
168 H 4.5774 6.2518 -1.9395  C154 1.090
169 H 5.9441 5.8854 -0.7673  C154 1.090
170 H 5.0367 4.6551 -1.5365  C154 1.090
171 H 1.4161 4.8998 2.0245  C155 1.090
172 H 2.0680 3.9303 3.5007  C155 1.090
173 H 2.0520 3.2995 1.9527  C155 1.090
174 H 5.3408 3.3091 0.3977  O152 0.960

Output
HOMO-LUMO gap (alpha / beta)   1.35 / 8.26 eV
Net charge   -1
Spin multiplicity   2
ΔE to the lowest compared entry with this formula, charge and spin   104.7 kJ/mol